1.
C16H27N12RuSSi | ωB97M-V with the def2-TZVPD basis set

Results
- orbital gap (spin up / spin down) (eV) = 8.164 / 5.768
- HOMO (spin up / spin down) (eV) = -8.06 / -8.00
- spin multiplicity = 6

Cartesian coordinates (Å):
Ru  -0.711856  0.077219  1.268231
N  -0.101445  1.427104  4.460629
C  -1.408520  1.372179  4.073962
N  -2.408766  1.854867  4.808605
N  -3.490881  1.643196  4.100265
N  -3.218176  1.059665  2.992576
N  -1.909825  0.859866  2.917880
C  0.992760  1.059520  3.741133
N  2.253545  1.220737  4.137361
N  2.988794  0.759836  3.151181
N  2.259906  0.330344  2.186146
N  0.985306  0.493496  2.509670
H  0.079271  1.816651  5.373982
C  0.001943  -6.188679  -1.379798
Si  0.810293  -5.178537  0.034281
C  2.654014  -5.639390  0.265370
C  -0.096063  -5.540175  1.661064
C  0.775067  -3.376202  -0.595602
C  1.603551  -3.046808  -1.664395
C  1.591616  -1.775233  -2.216000
C  0.717827  -0.838232  -1.693514
N  -0.055173  -1.108609  -0.650625
C  -0.019197  -2.339898  -0.102043
S  -1.044520  -2.469939  1.297932
H  0.012344  -7.248492  -1.143824
H  0.511564  -6.059465  -2.330647
H  -1.034523  -5.896933  -1.526530
H  2.754112  -6.679982  0.559749
H  3.109438  -5.037133  1.046340
H  3.246164  -5.502045  -0.634056
H  -0.010779  -6.593590  1.910114
H  -1.150200  -5.297158  1.605184
H  0.321624  -4.973201  2.485157
H  2.266742  -3.799271  -2.067629
H  2.234285  -1.516219  -3.039879
H  0.628724  0.156302  -2.111100
C  -0.847156  4.202283  -3.720182
C  -1.736881  4.374311  -2.488602
N  -1.097398  3.927232  -1.266905
C  -0.239565  4.883136  -0.580879
C  1.253612  4.639191  -0.802319
C  -1.197781  2.658322  -0.819294
C  -2.104184  1.690408  -1.521314
N  -0.575693  2.198165  0.207387
H  -1.404058  4.474781  -4.612494
H  -0.517285  3.170992  -3.818413
H  0.030340  4.840207  -3.657621
H  -2.668514  3.826454  -2.631079
H  -1.989884  5.432171  -2.371244
H  -0.470546  4.865042  0.490509
H  -0.494875  5.878618  -0.949026
H  1.546643  3.637750  -0.497449
H  1.828413  5.355652  -0.221813
H  1.512463  4.761103  -1.850086
H  -3.133157  2.043863  -1.505164
H  -2.056279  0.740266  -0.967552
H  -1.797699  1.519908  -2.550850
H  0.020520  2.854349  0.703220

Cartesian forces (eV/Å) of the 3 atoms listed first:
Ru 0.1 -0.1 0.5
N 0.1 0.1 0.4
C -1.0 0.1 -0.2

Just the Löwdin charges please, in e? Sure, here they are: number 1, Ru, carries 1.350; number 2, N, carries 0.144; number 3, C, carries -0.448; number 4, N, carries 0.025; number 5, N, carries -0.094; number 6, N, carries -0.106; number 7, N, carries -0.149; number 8, C, carries -0.449; number 9, N, carries 0.029; number 10, N, carries -0.090; number 11, N, carries -0.102; number 12, N, carries -0.153; number 13, H, carries 0.152; number 14, C, carries -0.171; number 15, Si, carries 0.585; number 16, C, carries -0.171; number 17, C, carries -0.219; number 18, C, carries -0.248; number 19, C, carries -0.069; number 20, C, carries -0.053; number 21, C, carries -0.139; number 22, N, carries -0.110; number 23, C, carries -0.776; number 24, S, carries 0.591; number 25, H, carries 0.024; number 26, H, carries 0.021; number 27, H, carries 0.028; number 28, H, carries 0.026; number 29, H, carries 0.033; number 30, H, carries 0.017; number 31, H, carries 0.029; number 32, H, carries -0.001; number 33, H, carries 0.021; number 34, H, carries 0.105; number 35, H, carries 0.103; number 36, H, carries 0.104; number 37, C, carries -0.060; number 38, C, carries -0.205; number 39, N, carries -0.083; number 40, C, carries -0.196; number 41, C, carries -0.063; number 42, C, carries -0.436; number 43, C, carries -0.015; number 44, N, carries 0.046; number 45, H, carries 0.078; number 46, H, carries 0.070; number 47, H, carries 0.066; number 48, H, carries 0.109; number 49, H, carries 0.122; number 50, H, carries 0.125; number 51, H, carries 0.121; number 52, H, carries 0.067; number 53, H, carries 0.082; number 54, H, carries 0.065; number 55, H, carries 0.095; number 56, H, carries 0.046; number 57, H, carries 0.085; number 58, H, carries 0.044


2.
C5H13ClN3O2S | ωB97M-V with the def2-TZVPD basis set

Results
- net charge = +1
- orbital gap (eV) = 10.710
- HOMO (eV) = -13.45
- energy above the lowest of the compared OMol25 structures with the same formula, charge and spin (kcal per mole) = 28.4

Cartesian coordinates (Å):
C  1.479745  -2.012723  0.068899
C  3.910917  -2.580582  -0.194469
C  0.483285  3.199454  -1.255496
C  -2.487785  0.490217  0.738598
C  -3.405225  -0.844400  0.979878
N  2.633610  -1.985984  -0.157324
N  -0.622634  1.098422  -0.751139
N  -1.442305  0.124915  -0.201029
O  0.351651  -1.769079  0.190560
O  1.636876  1.301977  0.601963
S  0.161355  2.126510  0.194437
Cl  -4.174575  -1.309828  -0.520327
H  4.433762  -2.318181  -1.090528
H  4.480769  -2.090795  0.563917
H  3.931524  -3.648534  -0.088743
H  0.896534  4.078161  -0.846685
H  -0.506912  3.179674  -1.654040
H  1.282567  2.722700  -1.991307
H  -2.072541  0.855117  1.847815
H  -3.204604  1.302260  0.335248
H  -4.224982  -0.828594  1.796568
H  -2.820754  -1.707015  1.193066
H  -2.023413  -0.337043  -0.946146
H  2.220098  1.723983  1.194506
H  -0.916971  -0.770635  -0.008220

Cartesian forces (eV/Å) of the 3 atoms listed first:
C 2.5 0.7 -0.8
C 0.7 0.4 0.1
C 2.5 -2.5 -0.5

Just the Löwdin charges please, in e? Sure, here they are: number 1, C, carries -0.300; number 2, C, carries -0.064; number 3, C, carries -0.199; number 4, C, carries -0.201; number 5, C, carries -0.561; number 6, N, carries 0.116; number 7, N, carries -0.308; number 8, N, carries -0.154; number 9, O, carries 0.108; number 10, O, carries -0.298; number 11, S, carries 1.030; number 12, Cl, carries 0.628; number 13, H, carries 0.084; number 14, H, carries 0.083; number 15, H, carries 0.094; number 16, H, carries 0.027; number 17, H, carries 0.035; number 18, H, carries 0.130; number 19, H, carries 0.177; number 20, H, carries 0.148; number 21, H, carries 0.116; number 22, H, carries 0.041; number 23, H, carries 0.133; number 24, H, carries 0.025; number 25, H, carries 0.109


3.
C5H7N | ωB97M-V with the def2-TZVPD basis set

Results
- orbital gap (spin up / spin down) (eV) = 8.498 / 7.919
- HOMO (spin up / spin down) (eV) = -8.30 / -8.43
- energy above the lowest of the compared OMol25 structures with the same formula, charge and spin (kcal per mole) = 186.9

Cartesian coordinates (Å):
C  -1.634167  0.901887  -1.113048
C  -0.984076  0.887640  0.301270
C  -1.176097  -0.504080  -0.242038
C  0.392023  1.282363  0.776605
C  1.240909  -1.845700  -0.522091
N  -2.114008  -0.315033  -1.190951
H  -1.704258  1.233456  0.915055
H  0.819689  0.383295  1.084135
H  0.211518  2.021548  1.497832
H  0.983943  1.739010  -0.090173
H  0.863434  -2.439629  -1.367225
H  1.297461  -2.423573  0.442277
H  1.803630  -0.921186  -0.491648

Cartesian forces (eV/Å) of the 3 atoms listed first:
C 0.8 0.5 -0.1
C 2.3 -2.0 -1.9
C 0.3 0.7 0.7

Just the Löwdin charges please, in e? Sure, here they are: number 1, C, carries 0.004; number 2, C, carries -0.302; number 3, C, carries -0.036; number 4, C, carries -0.058; number 5, C, carries 0.056; number 6, N, carries 0.056; number 7, H, carries 0.085; number 8, H, carries 0.037; number 9, H, carries 0.057; number 10, H, carries 0.118; number 11, H, carries -0.001; number 12, H, carries 0.008; number 13, H, carries -0.024